Entry 1:
Density functional theory data (ωB97M-V with the def2-TZVPD basis set) for the molecule C6H11N3 at a distorted geometry.

Last column: Mulliken charge in e.
Geometry (Å):
H -0.382 -0.858 2.575  0.285
N -0.437 -1.645 1.921  -0.723
C -0.445 -1.192 0.708  0.212
C -0.527 -2.124 -0.446  -0.224
C -1.264 -1.860 -1.531  -0.665
C -0.371 0.280 0.390  0.041
N -1.532 0.996 0.622  -0.603
C 0.822 0.762 -0.032  0.854
C 0.949 2.190 -0.516  -1.613
N 2.005 0.034 -0.093  -0.567
H 0.008 -3.060 -0.337  0.317
H -1.850 -0.950 -1.623  0.274
H -1.316 -2.570 -2.350  0.279
H -1.363 1.965 0.872  0.192
H -2.152 0.522 1.276  0.267
H 1.391 2.819 0.262  0.348
H -0.011 2.620 -0.815  0.398
H 1.595 2.232 -1.401  0.418
H 2.845 0.604 -0.026  0.257
H 2.032 -0.763 0.543  0.253

Output
- Kohn-Sham gap (eV) = 7.83
- energy above the lowest of the compared OMol25 structures with the same formula, charge and spin (kJ/mol) = 157.15
- 2S+1 = 1
- SMILES string = [H]/N=C(C=C)\C(N)=C(\C)N

Entry 2:
Density functional theory data (ωB97M-V with the def2-TZVPD basis set) for a cluster of 2 separate species, C10H16 in total at a distorted geometry.

Last column: Mulliken charge in e.
Geometry (Å):
C -0.390 -2.391 -0.278  -1.190
C 0.743 -1.629 0.449  -0.491
C 0.333 -0.564 1.428  0.864
C -0.837 0.169 1.261  -0.296
C -1.088 1.324 1.996  -0.657
C -0.109 1.842 2.832  -0.486
C 1.029 1.082 3.062  -0.445
C 1.277 -0.071 2.334  -0.545
H -1.361 -1.977 -0.012  0.350
H -0.386 -3.426 0.056  0.327
H -0.265 -2.348 -1.314  0.268
H 1.443 -2.335 0.909  0.419
H 1.389 -1.235 -0.294  0.316
H -1.562 -0.101 0.507  0.129
H -2.034 1.831 1.857  0.352
H -0.258 2.786 3.311  0.410
H 1.767 1.435 3.768  0.350
H 2.213 -0.587 2.508  0.320
C 0.329 1.263 -2.903  -0.883
C -0.804 0.278 -3.160  -0.532
H 0.321 2.068 -3.631  0.349
H 0.301 1.624 -1.878  0.243
H 1.304 0.826 -3.104  0.269
H -0.792 -0.519 -2.422  -0.053
H -0.779 -0.099 -4.183  0.344
H -1.785 0.753 -3.096  0.268

Output
- Kohn-Sham gap (eV) = 10.00
- energy above the lowest of the compared OMol25 structures with the same formula, charge and spin (kJ/mol) = 54.84
- 2S+1 = 1
- SMILES string = CCc1ccccc1.CC

Entry 3:
Density functional theory data (ωB97M-V with the def2-TZVPD basis set) for a structure of composition C26H39N4O4PS at a distorted geometry.

Last column: Mulliken charge in e.
Geometry (Å):
C 6.310 1.112 1.044  -0.838
C 5.647 0.545 0.031  -1.188
C 4.485 1.311 -0.576  1.167
C 3.198 0.919 -0.352  -0.854
C 3.021 -0.330 0.532  -1.078
C 3.116 -1.639 -0.322  -0.597
O 2.855 -1.292 -1.695  -0.172
C 2.115 -2.289 -2.326  0.233
O 2.655 -2.908 -3.207  -0.600
C 0.655 -2.538 -1.924  1.121
C 0.326 -4.064 -1.990  -1.466
C 2.019 1.630 -0.905  0.476
P 0.397 0.854 -0.490  1.174
C -0.159 1.252 1.248  -0.626
C -0.736 -0.083 1.861  -0.541
C -0.934 1.183 -1.739  -0.547
C -2.241 0.509 -1.190  -1.205
C 2.225 2.770 -1.656  0.630
C 1.041 3.573 -2.211  -1.497
O 1.396 4.791 -2.841  -0.262
O 1.446 4.643 -4.231  -0.367
C 3.589 3.180 -1.898  0.724
N 4.014 4.224 -2.618  -0.578
S 5.623 4.271 -2.646  0.052
N 5.969 2.954 -1.710  -0.739
C 4.785 2.474 -1.388  0.688
H 6.359 2.196 1.188  0.288
H 6.797 0.484 1.804  0.270
H 5.946 -0.457 -0.296  0.387
H 3.775 -0.303 1.338  0.757
H 2.048 -0.300 1.052  -0.330
H 2.379 -2.366 0.063  0.396
H 4.133 -2.059 -0.228  0.385
H 0.452 -2.224 -0.887  -0.589
H -0.060 -2.024 -2.584  0.234
H 0.537 -4.464 -2.994  0.369
H 0.898 -4.634 -1.238  0.300
H -0.758 -4.176 -1.807  0.335
H -0.892 2.074 1.313  0.161
H 0.761 1.502 1.809  0.517
H -1.768 0.040 2.231  0.284
H -0.800 -0.820 1.047  -0.139
H -0.057 -0.530 2.603  0.312
H -0.663 0.804 -2.736  0.417
H -1.201 2.250 -1.856  0.422
H -3.056 0.768 -1.878  0.530
H -2.107 -0.577 -1.061  0.236
H -2.436 0.976 -0.212  0.044
H 0.475 2.952 -2.923  0.618
H 0.345 3.839 -1.392  0.344
H 2.204 4.065 -4.436  0.330
C -3.622 -5.502 1.160  -1.059
C -2.437 -6.107 1.905  -0.431
C -1.705 -5.089 2.786  -0.433
C -1.173 -3.989 1.961  0.148
N -0.761 -3.129 1.313  -0.301
H -3.304 -4.718 0.470  0.275
H -4.130 -6.266 0.570  0.323
H -4.347 -5.073 1.856  0.309
H -1.741 -6.535 1.180  0.295
H -2.791 -6.927 2.533  0.309
H -0.876 -5.569 3.308  0.285
H -2.381 -4.673 3.535  0.273
C -3.886 3.260 2.987  -0.983
C -5.163 3.818 2.369  -0.448
C -5.659 2.991 1.179  -0.489
C -4.642 2.971 0.112  0.314
N -3.845 2.959 -0.722  -0.436
H -3.057 3.273 2.276  0.182
H -3.585 3.860 3.846  0.371
H -4.031 2.231 3.326  0.301
H -4.985 4.849 2.053  0.315
H -5.945 3.848 3.130  0.306
H -6.579 3.419 0.778  0.318
H -5.869 1.966 1.486  0.270

Output
- Kohn-Sham gap (eV) = 7.11
- 2S+1 = 1

Among the records above, which one has the lowest Kohn-Sham gap? C26H39N4O4PS